Formula: HIO4S
Source: the Open Molecules 2025 dataset
Level of theory: ωB97M-V with the def2-TZVPD basis set

ORCA input file:
```
! wB97M-V def2-TZVPD RIJCOSX def2/J DEFGRID3
* xyz 0 1
O -1.056 1.321 -1.383
S -1.715 1.327 -0.108
O -2.313 2.457 0.511
I -3.327 -0.464 0.016
O -0.591 0.833 1.161
O -0.421 -0.500 0.787
H 0.357 -0.588 0.038
*
```

Summary:
Highest occupied orbital energy (eV): -10.54
Energy above the lowest of the compared OMol25 structures with the same formula, charge and spin (kcal per mole): 3.4
LUMO energy (eV): -1.44
Orbital gap (eV): 9.10

=====

Formula: C3H11BrLaO2Si2
Source: the Open Molecules 2025 dataset
Level of theory: ωB97M-V with the def2-TZVPD basis set

ORCA input file:
```
! wB97M-V def2-TZVPD RIJCOSX def2/J DEFGRID3
* xyz 3 1
C 0.372 -2.094 1.203
C -1.135 -1.448 1.185
O -1.187 0.021 1.153
Si -0.201 0.703 -0.132
C -0.828 0.356 -1.919
O -0.157 2.467 0.165
Si 1.029 3.247 -0.871
Br 3.166 2.457 -0.650
H 0.285 -3.117 1.812
H 1.181 -1.459 1.761
H 0.710 -2.429 0.108
H -1.812 -1.964 0.349
H -1.644 -1.772 2.216
H 1.211 0.256 -0.060
H -0.736 -0.796 -2.217
H -0.155 0.924 -2.726
H -1.936 0.724 -2.115
H 1.055 4.676 -0.465
H 0.612 3.220 -2.267
La 0.170 -3.974 3.470
*
```

Summary:
Highest occupied orbital energy (eV): -17.63
Energy above the lowest of the compared OMol25 structures with the same formula, charge and spin (kcal per mole): 53.4
LUMO energy (eV): -15.71
Orbital gap (eV): 1.92

=====

Formula: C33H26MnN4O6P
Source: the Open Molecules 2025 dataset
Level of theory: ωB97M-V with the def2-TZVPD basis set

ORCA input file:
```
! wB97M-V def2-TZVPD RIJCOSX def2/J DEFGRID3
* xyz -1 6
Mn 0.134 -0.162 0.003
C 3.876 -2.168 0.053
C 3.718 -0.689 -0.010
N 2.576 -0.048 -0.067
C 2.871 1.284 -0.106
C 4.231 1.457 -0.065
N 4.749 0.185 0.006
C 5.090 2.633 -0.052
O 4.482 3.801 -0.137
O 6.298 2.527 0.027
C 1.776 2.261 -0.267
O 2.046 3.476 -0.332
O 0.628 1.738 -0.330
H 2.889 -2.621 0.117
H 4.467 -2.454 0.924
H 4.379 -2.544 -0.839
H 5.739 0.005 0.048
H 3.480 3.681 -0.266
C -6.866 -0.724 -0.983
C -6.327 0.479 -1.414
C -5.018 0.815 -1.096
C -4.230 -0.049 -0.337
C -4.783 -1.259 0.090
C -6.090 -1.592 -0.225
P -2.459 0.255 0.044
C -2.185 1.747 -0.989
C -1.771 1.515 -2.301
C -1.395 2.571 -3.114
C -1.429 3.867 -2.620
C -1.854 4.104 -1.321
C -2.234 3.049 -0.506
C -2.524 0.871 1.759
C -3.699 1.306 2.332
C -3.740 1.687 3.683
C -2.614 1.603 4.455
C -1.396 1.131 3.916
C -0.247 0.987 4.721
C 0.903 0.478 4.186
C 0.961 0.118 2.825
C -0.114 0.270 1.969
C -1.327 0.769 2.536
H -7.886 -0.986 -1.236
H -6.929 1.160 -2.003
H -4.602 1.756 -1.434
H -4.166 -1.929 0.679
H -6.504 -2.535 0.111
H -1.727 0.494 -2.666
H -1.037 2.376 -4.118
H -1.110 4.691 -3.246
H -1.851 5.114 -0.931
H -2.534 3.229 0.519
H -4.603 1.353 1.737
H -4.670 2.042 4.112
H -2.646 1.881 5.504
H -0.294 1.274 5.767
H 1.781 0.344 4.812
H 1.895 -0.300 2.456
C -0.746 -5.386 2.122
N -0.425 -4.449 1.063
C 0.035 -4.864 -0.142
C 0.322 -3.987 -1.129
C 0.168 -2.589 -0.845
O 0.389 -1.661 -1.664
N -0.228 -2.196 0.390
C -0.628 -3.071 1.344
O -1.147 -2.776 2.408
H -0.625 -6.405 1.757
H -1.770 -5.231 2.459
H -0.094 -5.225 2.981
H 0.144 -5.933 -0.262
H 0.662 -4.318 -2.098
*
```

Summary:
Highest occupied orbital energy (alpha / beta) (eV): -3.21 / -4.77
Energy above the lowest of the compared OMol25 structures with the same formula, charge and spin (kcal per mole): 21.0
LUMO energy (alpha / beta) (eV): 2.48 / 2.47
<S²>: 8.759
Orbital gap (alpha / beta) (eV): 5.69 / 7.24

=====

Formula: C44H42BrF5N5O4STeTi
Source: the Open Molecules 2025 dataset
Level of theory: ωB97M-V with the def2-TZVPD basis set

ORCA input file:
```
! wB97M-V def2-TZVPD RIJCOSX def2/J DEFGRID3
* xyz -1 3
Ti -0.306 1.350 -0.339
C -2.742 4.748 2.608
C -2.228 5.876 1.916
C -1.169 5.720 1.081
C -0.583 4.455 0.828
N -1.168 3.377 1.487
C -2.194 3.536 2.363
C 0.525 4.292 -0.041
C 1.419 5.375 -0.263
C 2.506 5.197 -1.066
C 2.674 3.999 -1.767
C 1.730 3.003 -1.587
N 0.742 3.108 -0.682
C 1.542 1.877 -2.498
C 2.191 1.740 -3.718
C 1.631 0.967 -4.711
C 0.385 0.384 -4.483
C -0.157 0.468 -3.229
N 0.460 1.104 -2.205
H -3.586 4.814 3.279
H -2.677 6.854 2.053
H -0.777 6.568 0.540
H -2.510 2.647 2.885
H 1.282 6.301 0.277
H 3.228 5.997 -1.181
H 3.504 3.854 -2.445
H 3.113 2.281 -3.890
H 2.121 0.859 -5.670
H -0.148 -0.135 -5.268
H -1.117 0.034 -2.995
O 1.940 -0.754 2.288
S 1.834 -0.300 0.932
O 0.460 -0.353 0.345
N 2.231 1.160 0.645
C 3.476 1.728 0.972
C 4.691 1.205 0.591
C 5.902 1.901 0.816
C 5.913 3.112 1.435
C 4.695 3.664 1.904
C 4.637 4.886 2.613
C 3.446 5.335 3.092
C 2.289 4.553 2.866
N 2.292 3.433 2.193
C 3.475 2.975 1.695
C 2.731 -1.487 -0.035
C 2.902 -1.277 -1.401
C 3.617 -2.200 -2.146
C 4.161 -3.321 -1.526
C 3.988 -3.521 -0.163
C 3.266 -2.603 0.591
H 4.715 0.251 0.082
H 6.832 1.459 0.477
H 6.838 3.657 1.593
H 5.553 5.448 2.772
H 3.371 6.264 3.646
H 1.323 4.882 3.247
H 2.487 -0.391 -1.863
H 3.753 -2.042 -3.210
H 4.721 -4.043 -2.111
H 4.419 -4.393 0.315
H 3.111 -2.732 1.656
C -2.857 -6.530 1.701
C -3.772 -5.315 1.898
C -5.079 -5.531 1.119
C -4.118 -5.199 3.382
C -3.092 -4.051 1.371
C -2.823 -2.948 2.159
C -2.345 -1.786 1.579
Br -2.051 -0.337 2.781
C -2.136 -1.608 0.199
O -1.929 -0.401 -0.377
C -2.252 -2.796 -0.572
C -2.751 -3.946 0.024
C -1.844 -2.833 -2.048
C -0.366 -2.430 -2.140
C -2.766 -1.903 -2.861
C -1.940 -4.229 -2.664
H -3.345 -7.440 2.069
H -1.918 -6.396 2.247
H -2.616 -6.678 0.645
H -5.612 -6.411 1.499
H -4.887 -5.682 0.053
H -5.732 -4.658 1.222
H -4.593 -6.124 3.721
H -4.815 -4.375 3.560
H -3.224 -5.034 3.990
H -3.005 -2.948 3.226
H -2.897 -4.817 -0.605
H -0.162 -1.512 -1.602
H -0.060 -2.304 -3.186
H 0.256 -3.214 -1.693
H -2.846 -0.911 -2.416
H -3.777 -2.320 -2.882
H -2.407 -1.815 -3.896
H -1.323 -4.955 -2.122
H -1.569 -4.179 -3.694
H -2.971 -4.597 -2.702
F -1.709 2.208 -1.186
Te -3.392 1.295 0.422
F -3.974 0.999 -1.364
F -4.685 1.710 1.833
F -4.518 -0.226 0.540
F -4.178 2.965 -0.103
O -0.682 2.116 1.287
*
```

Summary:
Highest occupied orbital energy (alpha / beta) (eV): -3.07 / -4.98
LUMO energy (alpha / beta) (eV): 1.78 / 1.64
<S²>: 2.035
Orbital gap (alpha / beta) (eV): 4.85 / 6.62

=====

Formula: C2H5N4O3
Source: the Open Molecules 2025 dataset
Level of theory: ωB97M-V with the def2-TZVPD basis set

ORCA input file:
```
! wB97M-V def2-TZVPD RIJCOSX def2/J DEFGRID3
* xyz 1 1
C 0.334 1.480 -0.066
C -1.924 -0.489 -0.146
N -0.678 1.525 0.635
N 0.320 -0.646 -0.678
N 1.357 2.067 -0.477
N 0.661 -1.588 0.434
O -3.018 -0.910 -0.009
O -1.693 0.590 0.623
O -1.038 -1.001 -0.972
H 2.071 1.334 -0.660
H 1.033 -2.359 -0.116
H 1.495 3.049 -0.561
H -0.226 -1.808 0.890
H 1.306 -1.244 1.104
*
```

Summary:
Highest occupied orbital energy (alpha / beta) (eV): -14.06 / -14.06
Energy above the lowest of the compared OMol25 structures with the same formula, charge and spin (kcal per mole): 47.8
LUMO energy (alpha / beta) (eV): -5.27 / -5.27
Orbital gap (alpha / beta) (eV): 8.79 / 8.80

=====

Formula: C23H19ClMnN6O3
Source: the Open Molecules 2025 dataset
Level of theory: ωB97M-V with the def2-TZVPD basis set

ORCA input file:
```
! wB97M-V def2-TZVPD RIJCOSX def2/J DEFGRID3
* xyz 0 6
Mn 0.141 -0.473 0.389
N -2.432 1.193 -2.771
C -1.437 0.350 -2.491
N -1.025 0.561 -1.258
C -1.843 1.559 -0.821
N -2.713 1.972 -1.708
C -1.730 2.053 0.553
C -2.433 3.151 1.034
N -2.291 3.566 2.286
C -1.440 2.893 3.053
C -0.736 1.794 2.582
N -0.891 1.371 1.333
H -3.029 1.211 -3.585
H -1.046 -0.379 -3.180
H -3.114 3.692 0.390
H -1.313 3.234 4.072
H -0.039 1.250 3.207
C -0.912 -2.160 1.292
C -1.990 -2.130 0.325
C -3.107 -1.279 0.483
C -3.980 -1.032 -0.552
C -3.802 -1.664 -1.788
C -2.783 -2.616 -1.924
C -1.908 -2.851 -0.889
C -4.538 -1.235 -2.934
N -5.033 -0.829 -3.893
H -0.310 -3.066 1.260
H -1.217 -1.908 2.308
H -3.244 -0.769 1.430
H -4.792 -0.326 -0.427
H -2.677 -3.149 -2.862
H -1.111 -3.575 -1.010
C 0.722 -3.086 -3.498
C 1.429 -3.506 -2.240
C 1.744 -4.837 -1.997
C 2.413 -5.199 -0.839
Cl 2.795 -6.872 -0.567
C 2.789 -4.253 0.097
C 2.472 -2.922 -0.128
C 1.792 -2.566 -1.280
O 1.410 -1.247 -1.503
C 2.498 -0.304 -1.630
C 2.836 0.436 -0.326
O 3.852 1.101 -0.322
O 1.986 0.301 0.634
H 0.563 -3.941 -4.153
H 1.302 -2.339 -4.042
H -0.248 -2.644 -3.267
H 1.474 -5.597 -2.719
H 3.316 -4.552 0.992
H 2.740 -2.163 0.596
H 2.174 0.439 -2.360
H 3.382 -0.812 -2.010
*
```

Summary:
Highest occupied orbital energy (alpha / beta) (eV): -7.44 / -7.93
Energy above the lowest of the compared OMol25 structures with the same formula, charge and spin (kcal per mole): 0.1
LUMO energy (alpha / beta) (eV): -0.85 / -0.93
<S²>: 8.760
Orbital gap (alpha / beta) (eV): 6.59 / 7.00